## i
# C5H14O2

A 2-piece molecular cluster, C5H14O2 overall (ωB97M-V with the def2-TZVPD basis set, the Open Molecules 2025 dataset).

```
! wB97M-V def2-TZVPD RIJCOSX def2/J DEFGRID3
* xyz -1 2
C -0.1274 -2.0328 -1.1759
O -1.3798 -2.6537 -1.4710
C -0.1912 -0.5740 -0.8274
C -0.3752 -0.2706 0.6772
C -1.1963 1.0118 0.8611
C 0.9548 -0.0623 1.4021
H 0.5548 -2.2576 -1.9927
H 0.2530 -2.5771 -0.2935
H -2.0966 -2.1293 -1.1277
H -1.0778 -0.1597 -1.3323
H 0.5856 0.1125 -1.1789
H -0.9993 -1.0715 1.0875
H -2.1887 0.7832 0.4134
H -1.4571 1.1637 1.9119
H -0.8988 1.9320 0.3786
H 1.2491 0.9846 1.5108
H 1.8531 -0.4532 0.9116
H 0.9755 -0.4898 2.4129
H 1.6965 3.6859 -0.5452
H 2.1289 2.3292 -1.2155
O 1.7371 2.7290 -0.4071
*
```

Calculated values
LUMO energy (alpha / beta), eV: 3.35 / 3.26
Orbital gap (alpha / beta), eV: 2.46 / 10.05
Expectation value of S²: 0.7505
HOMO level (alpha / beta), eV: 0.89 / -6.79

Results of the Mulliken charge analysis, in e, for atoms 1 through 2: -0.50 -0.47

---

## ii
# C5H14O2

A 3-piece molecular cluster, C5H14O2 overall (ωB97M-V with the def2-TZVPD basis set, the Open Molecules 2025 dataset).

```
! wB97M-V def2-TZVPD RIJCOSX def2/J DEFGRID3
* xyz -1 2
C -2.3986 -0.2332 -1.5762
C -1.7449 0.4647 -0.3920
C -1.4858 -0.3562 0.8571
C -2.0374 -1.5568 1.0308
C -0.3991 0.2424 1.6958
H -1.7025 -0.9028 -2.0734
H -3.3264 -0.7791 -1.3911
H -2.6306 0.5045 -2.3539
H -0.7440 0.7435 -0.7315
H -2.3260 1.3664 -0.1833
H -1.7591 -2.2459 1.8240
H -2.9498 -1.7867 0.4922
H -0.4316 1.3266 1.6153
H -0.3919 -0.1174 2.7149
H 0.5955 -0.0275 1.3135
H 2.0204 1.2027 -2.2125
H 0.8688 2.0729 -1.7108
O 1.6633 1.6008 -1.3998
H 5.8596 -1.0395 1.0259
H 6.8086 0.1333 0.9955
O 6.5115 -0.6127 0.4595
*
```

Calculated values
LUMO energy (alpha / beta), eV: 3.43 / 3.47
Orbital gap (alpha / beta), eV: 2.40 / 9.63
Expectation value of S²: 0.7503
HOMO level (alpha / beta), eV: 1.03 / -6.16

Results of the Mulliken charge analysis, in e, for atoms 1 through 2: -1.75 0.25

---

What should be chosen as the least stable of them? Choose ii.

---

## i
# C23H21N3O3

C23H21N3O3 in the gas phase (ωB97M-V with the def2-TZVPD basis set, the Open Molecules 2025 dataset).

```
! wB97M-V def2-TZVPD RIJCOSX def2/J DEFGRID3
* xyz 0 1
C 0.0341 -7.2250 -2.2629
C -0.1221 -5.7969 -2.6882
C 0.9017 -4.8779 -2.4898
C 0.7666 -3.5670 -2.9046
C -0.3996 -3.1402 -3.5287
C -0.5373 -1.6997 -3.9466
N -0.4172 -0.8169 -2.8048
C 0.6249 0.0311 -2.6465
O 1.4780 0.2011 -3.4950
C 0.6299 0.7722 -1.3514
C 0.1844 0.2230 -0.1470
C 0.2114 0.9635 1.0084
C 0.6832 2.2908 1.0489
N 0.5178 3.0163 2.1935
C 1.3647 4.1162 2.6447
C 1.0902 4.2391 4.1495
C -0.2238 3.5335 4.2977
C -1.1006 3.5225 5.3575
C -2.2929 2.8192 5.2337
C -2.5965 2.1668 4.0519
C -1.7144 2.1658 2.9804
C -0.5057 2.8290 3.1229
C 1.2513 2.7800 -0.1485
N 1.9647 4.0247 -0.2691
O 1.5456 4.8357 -1.0663
O 2.9764 4.1566 0.3933
C 1.1868 2.0395 -1.3207
C -1.4259 -4.0527 -3.7237
C -1.2857 -5.3660 -3.3121
H -0.9226 -7.6491 -1.9661
H 0.7322 -7.3099 -1.4334
H 0.4216 -7.8183 -3.0918
H 1.8156 -5.1947 -2.0077
H 1.5713 -2.8626 -2.7497
H 0.2694 -1.4183 -4.6303
H -1.5000 -1.5332 -4.4407
H -1.0956 -0.9219 -2.0682
H -0.1517 -0.8030 -0.1030
H -0.1032 0.5119 1.9360
H 2.4140 3.9113 2.4277
H 1.0785 5.0415 2.1281
H 1.0443 5.2775 4.4735
H 1.8630 3.7359 4.7364
H -0.8701 4.0619 6.2637
H -2.9931 2.8006 6.0543
H -3.5409 1.6533 3.9519
H -1.9900 1.6855 2.0549
H 1.6002 2.4498 -2.2304
H -2.3402 -3.7367 -4.2063
H -2.0928 -6.0660 -3.4754
*
```

Calculated values
LUMO energy, eV: -0.05
Orbital gap, eV: 7.77
HOMO level, eV: -7.82

Results of the Mulliken charge analysis, in e, for atoms 1 through 2: -1.42 0.89

---

## ii
# C23H21N3O3

C23H21N3O3 in the gas phase (ωB97M-V with the def2-TZVPD basis set, the Open Molecules 2025 dataset).

```
! wB97M-V def2-TZVPD RIJCOSX def2/J DEFGRID3
* xyz 0 1
C -1.6372 2.4643 -4.2330
O -0.3923 1.8504 -4.7410
C 0.6710 1.7458 -3.9274
C 0.4699 0.8478 -2.8998
C 1.4999 0.6103 -2.0351
C 1.3371 0.0304 -0.6748
N 0.1716 -0.3172 -0.2223
C -0.3209 -0.6647 1.0482
C -1.1833 -1.7565 1.1833
C -1.6706 -2.0992 2.4178
C -1.2714 -1.3099 3.5458
O -1.8651 -1.3510 4.8083
C -2.8984 -2.2230 5.1120
C -4.1408 -1.8125 4.6269
C -5.1545 -2.6890 4.7366
C -4.9783 -3.8764 5.3675
C -3.7059 -4.3211 5.8302
C -2.6669 -3.3831 5.7708
C -0.4271 -0.1741 3.4209
C 0.0790 0.1540 2.1612
N 2.3890 -0.0377 0.1272
C 3.5980 0.1700 -0.2667
N 3.8944 0.9812 -1.4054
C 5.3316 1.4590 -1.4043
C 2.7962 1.2483 -2.1928
C 2.9363 2.2187 -3.2162
C 1.8233 2.5053 -4.0835
O 2.1207 3.4225 -5.1242
C 2.1071 2.9311 -6.4684
H -2.3507 2.4196 -5.0698
H -2.0150 1.8676 -3.3657
H -1.3377 3.4456 -3.7428
H -0.5078 0.3803 -2.6824
H -1.2735 -2.1897 0.1711
H -2.4270 -2.9198 2.4152
H -4.2427 -0.7912 4.2921
H -6.1920 -2.6192 4.3700
H -5.8621 -4.5202 5.2586
H -3.4801 -5.3171 6.1850
H -1.7132 -3.6733 6.1413
H -0.2029 0.4706 4.2947
H 0.8778 0.8766 1.9877
H 4.3734 0.0151 0.4427
H 5.8102 1.4314 -2.4202
H 5.2570 2.4499 -1.2321
H 5.9747 0.9545 -0.6908
H 3.9465 2.8232 -3.2281
H 3.0388 3.3359 -6.9110
H 2.2428 1.8146 -6.4121
H 1.1714 3.1215 -7.0649
*
```

Calculated values
LUMO energy, eV: 0.15
Orbital gap, eV: 7.07
HOMO level, eV: -6.92

Results of the Mulliken charge analysis, in e, for atoms 1 through 2: -0.71 -0.51

---

What should be chosen as the least stable of them? Choose ii.